[1]
Formula: C18H22F18N4O18S6
Source: the Open Molecules 2025 dataset
Level of theory: the ωB97M-V functional and the def2-TZVPD basis

```
! wB97M-V def2-TZVPD RIJCOSX def2/J DEFGRID3
* xyz -4 1
C 1.979 3.371 -1.025
C 1.034 2.515 -1.888
N 0.498 1.388 -1.131
C 1.231 0.359 -0.620
C 0.370 -0.435 0.090
N -0.859 0.153 0.020
C -0.782 1.218 -0.755
C -2.134 -0.356 0.555
H 1.570 3.899 -0.167
H 2.422 4.113 -1.697
H 2.828 2.746 -0.742
H 1.695 2.158 -2.676
H 0.178 3.068 -2.264
H 2.287 0.240 -0.805
H 0.515 -1.368 0.607
H -1.637 1.854 -0.933
H -2.851 0.443 0.380
H -2.100 -0.455 1.640
H -2.446 -1.277 0.079
C 2.864 -3.435 -0.964
C 3.890 -4.122 -0.066
N 3.484 -5.482 0.302
C 3.566 -6.583 -0.497
C 3.138 -7.695 0.165
N 2.693 -7.192 1.371
C 2.853 -5.870 1.415
C 2.021 -7.944 2.441
H 1.944 -3.241 -0.412
H 2.510 -4.141 -1.731
H 3.252 -2.602 -1.543
H 3.842 -3.552 0.865
H 4.891 -4.119 -0.487
H 4.016 -6.491 -1.473
H 3.100 -8.723 -0.138
H 2.570 -5.214 2.221
H 1.992 -7.250 3.286
H 2.658 -8.762 2.763
H 0.976 -8.110 2.199
C 5.553 2.181 -3.115
F 6.080 2.556 -1.943
F 4.459 2.883 -3.362
F 6.485 2.425 -4.058
S 5.158 0.326 -3.137
O 4.719 0.163 -4.530
O 6.389 -0.399 -2.862
O 4.147 0.152 -2.105
C -5.688 2.898 3.140
F -6.516 3.875 3.529
F -4.621 3.447 2.590
F -5.331 2.282 4.289
S -6.538 1.713 1.935
O -5.844 0.441 2.141
O -7.892 1.644 2.465
O -6.315 2.310 0.630
C -0.324 4.111 2.550
F -0.550 4.996 1.572
F -1.430 3.903 3.245
F 0.067 2.980 1.909
S 1.045 4.727 3.655
O 1.201 3.689 4.655
O 2.173 4.922 2.751
O 0.585 6.007 4.184
C 0.511 -1.752 4.322
F 0.885 -0.561 3.950
F 0.693 -1.945 5.635
F -0.802 -1.923 4.142
S 1.490 -3.045 3.388
O 2.868 -2.551 3.438
O 1.391 -4.307 4.103
O 0.988 -3.149 2.017
C -3.818 4.991 -2.798
F -3.580 4.086 -3.747
F -2.985 4.713 -1.768
F -3.419 6.193 -3.304
S -5.649 5.141 -2.330
O -6.190 5.663 -3.583
O -6.019 3.772 -1.977
O -5.769 6.073 -1.228
C -3.167 0.431 -4.391
F -3.399 1.711 -4.676
F -3.474 -0.365 -5.431
F -1.811 0.321 -4.243
S -3.868 -0.138 -2.744
O -5.309 -0.278 -2.939
O -3.152 -1.391 -2.464
O -3.480 0.973 -1.885
*
```

Values from the calculation:
E_tot: -175764.331 eV
energy relative to the best compared isomer or geometry (same formula, charge and spin): 0.00 kJ/mol
LUMO: 4.5 eV
HOMO level: 0.16 eV

Atom charges from the Löwdin analysis, given in e for atoms 1 to 6: -0.051 -0.138 -0.028 -0.009 -0.004 -0.055



[2]
Formula: C4H3FN2S
Source: the Open Molecules 2025 dataset
Level of theory: the ωB97M-V functional and the def2-TZVPD basis

```
! wB97M-V def2-TZVPD RIJCOSX def2/J DEFGRID3
* xyz 0 1
C 1.268 0.278 -0.560
C -0.073 0.199 -0.598
C -1.957 1.190 -0.789
C -1.106 -0.222 0.394
H 3.544 -0.722 -0.196
H 1.783 0.767 -1.373
H -2.735 1.946 -0.933
N -0.810 1.209 -1.371
N -2.244 0.369 0.271
F -0.892 -1.223 1.242
S 2.376 -0.669 0.522
*
```

Values from the calculation:
E_tot: -20727.752 eV
energy relative to the best compared isomer or geometry (same formula, charge and spin): 163.27 kJ/mol
LUMO: -0.9 eV
HOMO level: -9.53 eV

Atom charges from the Löwdin analysis, given in e for atoms 1 to 6: -0.362 -0.260 -0.253 -0.313 -0.121 0.074



[3]
Formula: C3H6N2O
Source: the Open Molecules 2025 dataset
Level of theory: the ωB97M-V functional and the def2-TZVPD basis

```
! wB97M-V def2-TZVPD RIJCOSX def2/J DEFGRID3
* xyz 0 1
C -0.986 1.182 1.307
C -0.573 1.304 0.003
N 0.280 0.259 -0.193
C 0.285 -0.474 0.968
N -0.512 0.051 1.900
H -1.571 1.938 1.808
H -0.855 2.060 -0.707
H 0.360 -0.257 -1.063
H 0.607 -1.495 0.834
O 1.093 -1.688 -2.613
H 0.269 -1.576 -3.105
H 1.734 -1.248 -3.149
*
```

Values from the calculation:
E_tot: -8235.550 eV
energy relative to the best compared isomer or geometry (same formula, charge and spin): 110.83 kJ/mol
LUMO: 0.4 eV
HOMO level: -8.65 eV

Atom charges from the Löwdin analysis, given in e for atoms 1 to 6: -0.193 -0.130 0.025 -0.198 0.048 0.090



[4]
Formula: C2H4NO4
Source: the Open Molecules 2025 dataset
Level of theory: the ωB97M-V functional and the def2-TZVPD basis

```
! wB97M-V def2-TZVPD RIJCOSX def2/J DEFGRID3
* xyz -1 1
C 1.059 -4.571 -1.750
C -0.961 2.860 1.924
N 0.062 3.363 1.234
O 0.780 2.339 0.493
O 0.078 -5.033 -2.312
O 0.523 4.599 1.215
O -1.282 1.660 2.007
H 1.133 -4.512 -0.597
H 2.004 -4.403 -2.284
H -1.494 3.672 2.501
H 0.174 1.591 0.606
*
```

Values from the calculation:
E_tot: -11815.806 eV
energy relative to the best compared isomer or geometry (same formula, charge and spin): 641.11 kJ/mol
LUMO: 2.4 eV
HOMO level: -2.28 eV

Atom charges from the Löwdin analysis, given in e for atoms 1 to 6: -0.137 -0.409 -0.338 -0.035 -0.032 -0.254



[5]
Formula: C22H24N4O4
Source: the Open Molecules 2025 dataset
Level of theory: the ωB97M-V functional and the def2-TZVPD basis

```
! wB97M-V def2-TZVPD RIJCOSX def2/J DEFGRID3
* xyz 0 1
C -0.036 -4.660 -1.075
H 0.331 -4.832 -0.164
O -0.496 -3.409 -1.391
C 0.529 -2.320 -1.429
C 1.794 -2.398 -1.283
C 2.897 -1.460 -1.242
C 2.546 -0.156 -1.414
C 1.093 0.039 -1.934
C 0.191 -0.969 -1.823
O -1.224 -0.838 -1.865
C -1.533 0.300 -2.245
H -1.348 1.152 -1.508
H -2.889 0.477 -2.235
H -1.260 0.719 -3.119
H 0.752 1.071 -2.143
C 3.567 0.885 -1.522
H 4.202 0.684 -2.198
H 3.050 1.813 -1.918
C 4.019 1.031 -0.324
N 3.861 2.399 0.362
C 2.514 2.996 0.423
N 2.598 4.206 0.511
C 1.302 4.735 0.649
N 0.219 4.186 1.024
C 0.144 2.865 0.693
C 1.304 2.135 0.819
N 1.018 0.993 1.089
C -0.216 0.555 1.092
C -0.881 -0.449 1.411
C -2.369 -0.415 1.524
C -2.968 0.789 1.429
C -2.278 2.104 1.298
C -0.875 1.896 1.211
H -2.794 3.096 1.474
O -4.339 1.117 1.683
C -5.045 -0.069 2.333
H -6.109 0.689 2.499
H -5.250 -0.864 2.021
H -4.560 -0.216 3.295
O -2.970 -1.574 1.483
C -2.628 -2.797 1.375
H -1.846 -2.814 0.375
H -1.815 -3.000 2.005
H -3.432 -3.330 1.240
H -0.381 -1.402 1.150
H 1.591 0.069 0.901
H 1.116 5.946 0.692
H 4.223 3.235 0.094
H 3.721 0.342 0.350
H 5.326 1.084 -0.281
H 3.898 -1.792 -1.224
H 2.273 -3.598 -1.077
H -1.119 -5.287 -1.270
H 0.581 -4.962 -1.820
*
```

Values from the calculation:
E_tot: -37334.278 eV
energy relative to the best compared isomer or geometry (same formula, charge and spin): 2079.53 kJ/mol
LUMO: 0.3 eV
HOMO level: -7.53 eV

Atom charges from the Löwdin analysis, given in e for atoms 1 to 6: -0.136 0.042 -0.121 -0.167 -0.050 -0.021



[6]
Formula: C4H12
Source: the Open Molecules 2025 dataset
Level of theory: the ωB97M-V functional and the def2-TZVPD basis

```
! wB97M-V def2-TZVPD RIJCOSX def2/J DEFGRID3
* xyz 0 1
C -0.659 -0.550 1.078
C -1.783 -0.990 2.038
H -0.298 0.447 1.344
H 0.214 -1.196 1.056
H -1.143 -0.418 0.113
H -2.410 -1.722 1.529
H -2.321 -0.116 2.390
H -1.409 -1.549 2.901
C 0.565 0.985 -1.909
C 1.861 0.499 -1.227
H 0.696 0.995 -2.991
H -0.208 0.279 -1.622
H 0.277 2.002 -1.649
H 1.967 0.931 -0.224
H 2.694 0.975 -1.751
H 1.957 -0.570 -1.075
*
```

Values from the calculation:
E_tot: -4342.197 eV
energy relative to the best compared isomer or geometry (same formula, charge and spin): 31.95 kJ/mol
LUMO: 1.2 eV
HOMO level: -11.53 eV

Atom charges from the Löwdin analysis, given in e for atoms 1 to 6: -0.174 -0.163 0.064 0.063 0.044 0.059



[7]
Formula: C11H17BN6OPt
Source: the Open Molecules 2025 dataset
Level of theory: the ωB97M-V functional and the def2-TZVPD basis

```
! wB97M-V def2-TZVPD RIJCOSX def2/J DEFGRID3
* xyz 0 3
H 0.964 3.306 1.297
N 0.539 1.763 -0.076
B 0.162 0.342 -2.139
N 0.539 1.674 -1.431
C 0.900 2.869 -1.967
Pt -0.001 -0.002 1.074
H 0.957 2.992 -3.048
C 1.141 3.761 -0.922
H 1.448 4.804 -0.998
C 0.900 3.015 0.248
H 0.225 0.474 -3.339
C -0.520 -1.703 2.125
H -0.495 -1.547 3.215
H 0.181 -2.517 1.864
H -1.539 -2.013 1.831
N -1.278 -0.054 -1.715
N 1.146 -0.765 -1.668
N -1.583 -0.247 -0.406
N 1.251 -1.078 -0.351
C -2.389 -0.240 -2.475
C 2.006 -1.528 -2.389
H -2.340 -0.127 -3.557
H 2.066 -1.418 -3.472
C -3.449 -0.565 -1.628
C 2.692 -2.365 -1.509
C -2.889 -0.555 -0.335
C 2.181 -2.040 -0.237
H -4.480 -0.777 -1.907
H 3.456 -3.102 -1.753
H -3.350 -0.747 0.633
H 2.431 -2.441 0.746
H -0.889 0.784 2.099
C -0.001 -0.002 4.494
O -0.001 -0.002 3.074
H 0.723 -0.750 4.886
H -1.023 -0.196 4.886
H 0.317 1.000 4.850
*
```

Values from the calculation:
E_tot: -26588.568 eV
energy relative to the best compared isomer or geometry (same formula, charge and spin): 286.19 kJ/mol
LUMO (spin up / spin down): 0.5 / -0.9 eV
HOMO level (spin up / spin down): -5.99 / -7.87 eV

Atom charges from the Löwdin analysis, given in e for atoms 1 to 6: 0.110 -0.106 -0.501 -0.031 -0.068 1.166



[8]
Formula: C35H26BrIN4O3Zr
Source: the Open Molecules 2025 dataset
Level of theory: the ωB97M-V functional and the def2-TZVPD basis

```
! wB97M-V def2-TZVPD RIJCOSX def2/J DEFGRID3
* xyz 0 1
Zr -0.562 0.207 -0.106
Br 5.223 -0.870 4.453
C 3.468 -0.426 3.866
C 2.963 0.861 4.056
C 1.696 1.159 3.566
C 0.984 0.321 2.680
O 0.023 0.774 1.948
C 1.493 -1.070 2.577
C 0.865 -2.082 1.753
N -0.162 -1.895 0.971
C -0.942 -2.945 0.488
C -0.600 -4.289 0.461
C -1.446 -5.198 -0.156
C -2.660 -4.806 -0.694
C -3.074 -3.486 -0.655
C -4.311 -2.954 -1.143
C -4.673 -1.678 -0.840
C -3.761 -0.779 -0.242
N -2.515 -1.185 0.074
C -2.204 -2.543 -0.076
C 2.731 -1.379 3.167
H 3.493 1.600 4.626
H 1.228 2.152 3.786
H 1.441 -3.034 1.691
H 0.359 -4.477 0.961
H -1.057 -6.226 -0.246
H -3.226 -5.608 -1.202
H -5.013 -3.569 -1.682
H -5.706 -1.260 -0.979
H -4.056 0.214 -0.026
H 3.072 -2.388 2.981
C 3.967 0.398 0.345
C 2.558 0.890 0.046
O 1.683 0.012 -0.197
C 2.330 2.294 0.085
C 3.339 3.201 0.497
C 3.175 4.584 0.360
C 2.016 5.106 -0.198
C 0.987 4.287 -0.538
C 1.034 2.886 -0.354
O -0.020 2.174 -0.613
H 3.895 -0.699 0.369
H 4.371 0.806 1.262
H 4.637 0.757 -0.474
H 4.263 2.766 0.862
H 3.990 5.222 0.675
H 1.951 6.208 -0.342
H 0.089 4.675 -0.941
I -3.337 2.472 -2.530
C -2.980 2.778 -0.434
C -3.285 4.113 -0.100
C -3.088 4.531 1.232
C -2.611 3.633 2.145
C -2.462 2.296 1.747
N -2.545 1.864 0.473
H -3.554 4.786 -0.939
H -3.434 5.543 1.484
H -2.397 3.888 3.217
H -2.157 1.536 2.445
N -0.354 -0.391 -1.945
C 0.018 -1.305 -2.745
C -0.987 -1.788 -3.750
C -0.556 -2.605 -4.728
C 0.768 -3.068 -4.824
C 1.731 -2.617 -3.899
C 1.319 -1.937 -2.791
H -1.988 -1.399 -3.620
H -1.261 -2.853 -5.546
H 1.079 -3.566 -5.749
H 2.771 -2.883 -4.103
H 1.976 -1.732 -1.941
*
```

Values from the calculation:
E_tot: -128245.720 eV
energy relative to the best compared isomer or geometry (same formula, charge and spin): 0.00 kJ/mol
LUMO: -1.1 eV
HOMO level: -5.73 eV

Atom charges from the Löwdin analysis, given in e for atoms 1 to 6: 1.682 0.705 -0.705 -0.116 -0.009 -0.344



[9]
Formula: C4H14O3
Source: the Open Molecules 2025 dataset
Level of theory: the ωB97M-V functional and the def2-TZVPD basis

```
! wB97M-V def2-TZVPD RIJCOSX def2/J DEFGRID3
* xyz 0 1
C -1.118 -0.222 -2.326
C -0.697 0.523 -1.075
C -1.382 1.300 -0.240
C -0.724 2.026 0.881
H -2.180 -0.446 -2.511
H -0.929 0.295 -3.272
H -0.762 -1.266 -2.361
H 0.277 0.139 -0.812
H -2.308 1.800 -0.510
H -1.283 2.113 1.806
H -0.480 3.038 0.613
H 0.200 1.638 1.285
O 2.231 -1.193 1.422
H 2.672 -0.840 0.646
H 1.600 -0.594 1.847
O -0.268 -0.449 2.010
H -1.239 -0.539 1.961
H -0.090 -0.454 2.955
O 2.517 -2.212 -0.904
H 1.719 -2.251 -1.426
H 2.245 -2.407 0.011
*
```

Values from the calculation:
E_tot: -10516.057 eV
energy relative to the best compared isomer or geometry (same formula, charge and spin): 180.66 kJ/mol
LUMO: 0.5 eV
HOMO level: -9.39 eV

Atom charges from the Löwdin analysis, given in e for atoms 1 to 6: -0.112 -0.156 -0.170 -0.147 0.067 0.069



[10]
Formula: C46H47N6O2RuSTe
Source: the Open Molecules 2025 dataset
Level of theory: the ωB97M-V functional and the def2-TZVPD basis

```
! wB97M-V def2-TZVPD RIJCOSX def2/J DEFGRID3
* xyz 0 2
Ru 0.131 1.234 -1.256
N 2.665 1.142 2.360
C 1.874 1.465 1.278
S 2.040 0.446 -0.124
N 1.071 2.464 1.389
N 0.289 2.664 0.256
C -0.433 3.724 0.286
C -1.296 4.197 -0.768
C -2.097 5.311 -0.470
C -2.932 5.877 -1.404
C -2.966 5.326 -2.688
C -2.187 4.239 -3.011
C -1.336 3.638 -2.066
O -0.596 2.633 -2.478
H 3.508 0.634 2.145
H 2.787 1.897 3.018
H -0.363 4.329 1.188
H -2.044 5.727 0.530
H -3.545 6.731 -1.151
H -3.614 5.756 -3.442
H -2.207 3.803 -4.002
C 1.503 4.833 -3.709
C 1.956 4.517 -2.283
C 3.163 3.622 -2.246
C 4.423 4.183 -2.079
C 5.567 3.402 -2.095
C 5.456 2.038 -2.291
C 4.215 1.433 -2.466
C 4.186 -0.065 -2.676
C 4.743 -0.489 -4.036
C 3.067 2.239 -2.439
N 1.785 1.625 -2.624
C 1.584 1.036 -3.768
C 0.498 0.165 -3.926
C -0.061 -0.527 -5.006
C -1.204 -1.149 -4.509
C -1.294 -0.804 -3.149
N -0.259 -0.040 -2.799
H 0.638 5.498 -3.698
H 1.207 3.919 -4.226
H 2.302 5.311 -4.278
H 1.135 4.044 -1.753
H 2.193 5.443 -1.754
H 4.499 5.255 -1.935
H 6.540 3.856 -1.955
H 6.345 1.418 -2.298
H 3.179 -0.459 -2.557
H 4.786 -0.526 -1.887
H 4.119 -0.124 -4.853
H 4.791 -1.576 -4.113
H 5.748 -0.093 -4.190
H 2.288 1.209 -4.579
H 0.323 -0.561 -6.014
H -1.896 -1.772 -5.052
H -2.060 -1.063 -2.434
C 0.842 -6.014 6.228
C 0.676 -5.107 5.040
C 0.779 -3.729 5.167
C 0.623 -2.879 4.076
C 0.701 -1.391 4.291
C 0.363 -3.435 2.822
Te 0.167 -2.142 1.086
N -0.604 -0.176 0.130
C -1.715 0.479 0.235
O -1.932 1.271 -0.761
C -2.603 0.492 1.419
C -3.986 0.436 1.280
C -4.790 0.482 2.407
C -4.217 0.625 3.666
C -2.839 0.724 3.799
C -2.028 0.647 2.676
C -1.691 -2.954 0.497
C -1.758 -3.288 -0.853
C -2.911 -3.836 -1.391
C -4.005 -4.050 -0.568
C -3.936 -3.717 0.775
C -2.786 -3.167 1.342
C -2.784 -2.847 2.809
C 0.275 -4.822 2.659
C 0.002 -5.479 1.330
C 0.428 -5.633 3.779
H 0.997 -5.443 7.142
H 1.697 -6.679 6.096
H -0.040 -6.642 6.367
H 0.981 -3.299 6.142
H 1.036 -1.166 5.303
H -0.283 -0.934 4.155
H 1.386 -0.902 3.595
H -4.416 0.350 0.290
H -5.865 0.419 2.306
H -4.849 0.674 4.543
H -2.396 0.861 4.777
H -0.951 0.746 2.753
H -0.904 -3.109 -1.496
H -2.950 -4.085 -2.443
H -4.917 -4.473 -0.971
H -4.798 -3.881 1.411
H -3.800 -2.872 3.202
H -2.376 -1.855 2.998
H -2.183 -3.565 3.371
H 0.471 -4.946 0.501
H -1.070 -5.517 1.121
H 0.383 -6.500 1.328
H 0.360 -6.709 3.657
*
```

Values from the calculation:
E_tot: -82210.741 eV
energy relative to the best compared isomer or geometry (same formula, charge and spin): 0.00 kJ/mol
LUMO (spin up / spin down): 0.0 / -1.6 eV
HOMO level (spin up / spin down): -7.30 / -7.29 eV

Atom charges from the Löwdin analysis, given in e for atoms 1 to 6: 1.280 0.064 -0.806 0.714 0.019 -0.129